# 1
{"formula": "C27H48Br6O18", "method": "ωB97M-V with the def2-TZVPD basis set", "symbols": ["Br", "Br", "Br", "Br", "Br", "Br", "O", "O", "O", "O", "O", "O", "O", "O", "O", "O", "O", "O", "O", "O", "O", "O", "O", "O", "C", "C", "C", "C", "C", "C", "C", "C", "C", "C", "C", "C", "C", "C", "C", "C", "C", "C", "C", "C", "C", "C", "C", "C", "C", "C", "C", "H", "H", "H", "H", "H", "H", "H", "H", "H", "H", "H", "H", "H", "H", "H", "H", "H", "H", "H", "H", "H", "H", "H", "H", "H", "H", "H", "H", "H", "H", "H", "H", "H", "H", "H", "H", "H", "H", "H", "H", "H", "H", "H", "H", "H", "H", "H", "H"], "positions_angstrom": [[5.1154, -0.6998, 1.7718], [-5.4728, -2.8532, 1.2231], [1.0538, -4.6563, -5.2345], [-8.0852, 0.9797, 0.1921], [8.6485, 1.4335, 4.1700], [0.7797, -8.4141, -8.1591], [-2.2477, 1.5040, 2.4763], [-1.5399, -0.3785, 1.4567], [-0.6538, 1.5645, 0.9650], [3.4130, 5.0818, 3.5934], [2.3268, 3.3392, 4.4508], [-2.3571, -9.7449, -1.6189], [4.2667, 0.4204, -2.7950], [-2.4198, 0.9945, -4.5530], [3.0463, 4.9173, 5.8337], [6.0162, 1.0054, -4.1796], [-1.1196, 0.4438, -6.2047], [-4.6704, 6.5543, 3.7172], [-2.3055, -8.6288, 0.4290], [-2.0883, -10.7880, 0.3646], [-3.2386, 7.0144, 5.3495], [-5.4463, 7.1123, 5.8357], [5.0329, 2.5932, -2.9483], [-0.6187, 2.3651, -5.0462], [1.7645, 4.6406, 7.7591], [-1.3098, 1.3028, -5.2402], [-0.1102, 0.6069, -7.1281], [2.5075, 3.9325, 6.6438], [6.4584, -0.3408, -4.3600], [1.7354, 3.0234, 5.6919], [1.3989, -5.9073, -6.7849], [-4.5392, 6.8737, 5.0557], [4.2405, 3.0840, -1.8224], [-3.3621, 6.6067, 3.0940], [6.8856, 0.0510, 2.2684], [0.0712, 0.6422, 0.1278], [-1.5666, 0.8941, 1.6961], [0.3625, -7.0488, -6.7993], [2.9606, 4.4962, 4.5567], [-0.5024, -0.6885, 0.5722], [-3.4848, 7.5797, 1.8818], [-1.1137, -1.4446, -0.6295], [-2.4062, 6.9322, 4.2137], [-2.9770, 1.9241, -3.6397], [-2.2494, -9.7063, -0.4025], [5.0515, 1.2631, -3.2291], [-7.2248, -0.7935, 0.1015], [-2.0735, -12.1282, -0.1837], [6.7823, 0.9880, 3.3804], [-6.5540, -1.1369, 1.4256], [-2.2364, -7.3280, -0.1737], [-0.1117, -0.2194, -7.8391], [-5.8002, -0.3934, 1.6848], [-3.0754, 2.8965, -4.1223], [-2.9795, -7.0885, -0.9343], [-2.6766, 7.6830, 1.1578], [-3.8524, 8.5599, 2.1852], [-1.6313, -2.3838, -0.4345], [-0.2307, -1.5936, -1.2509], [6.3929, 1.9357, 3.0084], [1.3594, -5.3066, -7.6936], [-7.2535, -1.2596, 2.2524], [-1.7353, 6.0929, 4.3970], [7.4904, -0.8045, 2.5690], [3.2085, 2.8762, -2.1048], [-2.2115, 1.9705, -2.8652], [0.6733, 3.2156, 5.5399], [0.2860, -7.5849, -5.8534], [-2.8639, -12.2453, -0.9250], [-1.7987, -0.9216, -1.2969], [6.2348, 0.5379, 4.2085], [2.3975, -6.2991, -6.5915], [-1.2946, -7.2812, -0.7206], [0.8486, 0.4534, -6.6329], [-0.1761, 1.5195, -7.7205], [7.3867, 0.4837, 1.4025], [7.2202, -0.5500, -3.6091], [-0.1702, 0.7080, -0.9331], [1.1547, 0.6172, 0.2437], [1.5430, 4.0320, 8.6358], [5.6911, -1.1144, -4.3291], [-2.1778, -6.5712, 0.6086], [3.3226, 3.3434, 7.0642], [-0.6762, -6.7849, -6.9979], [-3.9619, 1.5887, -3.3149], [7.0235, -0.4624, -5.2842], [0.2901, -1.2964, 1.0087], [4.3586, 4.1544, -1.6539], [-3.3119, 5.5714, 2.7565], [1.8456, 2.0032, 6.0596], [-2.3053, -12.8233, 0.6233], [-4.2523, 7.0611, 1.3072], [-8.0578, -1.4873, -0.0119], [-1.9816, 7.9301, 4.1050], [-1.1101, -12.4007, -0.6146], [2.3730, 5.5138, 7.9943], [4.3066, 2.4493, -0.9387], [-6.4797, -0.8526, -0.6918], [0.8248, 5.0496, 7.3878]], "e_above_lowest_kcal_mol": 0.0, "homo_ev": -10.50, "total_charge": 0, "e_tot_ha": -17855.95806, "fmax_ev_per_a": 5.49, "orbital_gap_ha": 0.38146}

---

# 2
{"formula": "C27H48ClOPRh", "method": "ωB97M-V with the def2-TZVPD basis set", "symbols": ["Rh", "Cl", "P", "O", "C", "C", "C", "C", "C", "C", "C", "C", "C", "C", "C", "C", "C", "C", "C", "C", "C", "C", "C", "C", "C", "C", "C", "C", "C", "C", "C", "H", "H", "H", "H", "H", "H", "H", "H", "H", "H", "H", "H", "H", "H", "H", "H", "H", "H", "H", "H", "H", "H", "H", "H", "H", "H", "H", "H", "H", "H", "H", "H", "H", "H", "H", "H", "H", "H", "H", "H", "H", "H", "H", "H", "H", "H", "H", "H"], "positions_angstrom": [[-0.8163, -3.8880, 1.3412], [-2.4436, -5.1116, 1.8080], [0.2706, 0.2164, -0.2728], [1.2994, -3.3284, -1.1116], [-1.5096, 2.1156, 0.4293], [-0.7574, -1.7848, 5.0728], [-0.2584, 4.3852, -0.9927], [0.0569, 0.4621, 3.0720], [2.9539, -0.1752, -3.7089], [-1.7259, 3.5419, 0.9454], [0.6882, -1.3683, 4.8195], [0.4749, 0.1367, 1.6283], [-1.5537, 4.5763, -0.1832], [1.9096, -4.2959, 0.9837], [1.8352, 0.0051, -1.3858], [-3.0279, -2.1463, -1.3293], [-2.5257, -0.7711, -3.3825], [4.2872, 0.6829, -1.7234], [-0.1487, 2.0328, -0.2649], [-2.1452, -1.2277, -0.5040], [0.8660, 0.1061, 4.4403], [4.1324, 0.6940, -3.2491], [-3.6173, -1.4562, -2.5550], [0.9643, -3.6165, -0.0059], [-0.0758, 2.9416, -1.4974], [-1.0946, -0.5859, 2.8067], [1.6515, 0.0804, -2.9219], [-1.6526, -1.4121, 3.8848], [2.9713, 0.9593, -0.9695], [-1.0011, -0.6936, -1.3426], [-1.6045, 0.1142, -2.5271], [-1.5212, 5.5902, 0.2946], [1.9586, 0.4290, 4.3423], [0.5949, 4.6677, -0.3923], [-2.4097, 4.5686, -0.8326], [-1.5091, 1.3904, 1.2603], [-1.1942, -1.3700, 5.9859], [-1.6837, -0.5109, 1.8908], [-4.3576, -0.7151, -2.2277], [2.7814, 0.0028, -4.7818], [1.0161, 0.9907, 2.1215], [-0.4742, 1.5996, 3.4327], [4.0105, 1.7112, -3.6135], [3.1595, 0.8420, 0.1120], [1.2683, 1.0716, -3.2014], [0.9129, 2.8497, -1.9902], [-2.1837, 0.9613, -2.1259], [-4.1549, -2.1932, -3.1619], [-2.4125, -3.0042, -1.6328], [5.0373, 1.4456, -1.4329], [1.2237, -1.4716, 5.7487], [-2.7212, -0.3548, -0.1466], [-0.2761, 5.0765, -1.8750], [2.6606, 1.9997, -1.1226], [-3.8045, -2.5486, -0.6722], [-2.9858, -0.1839, -4.1804], [-0.8376, 0.5610, -3.1739], [-1.0363, 3.7449, 1.7519], [1.8200, -3.7342, 1.9108], [-2.0590, -2.3527, 3.4051], [1.3253, -0.6453, 1.6217], [-0.8281, 2.6884, -2.2462], [1.6341, -5.3170, 1.2116], [1.1431, -1.9020, 3.9701], [0.4290, 0.7397, 5.2912], [-2.3220, 1.8324, -0.2451], [-0.7659, -2.8771, 5.1760], [-2.4900, -0.7664, 4.2619], [-0.4596, -1.5511, -1.7850], [-2.7620, 3.6146, 1.3585], [0.6168, 2.4224, 0.4242], [-1.9211, -1.5478, -3.8835], [2.9413, -4.2345, 0.6706], [2.1684, -1.0256, -1.1947], [-1.8311, -1.8365, 0.3807], [5.0692, 0.3171, -3.7088], [4.6872, -0.2754, -1.4095], [0.9080, -0.6547, -3.2654], [3.2317, -1.2333, -3.6258]], "homo_ev": [-1.57, -3.65], "s_squared": 6.02, "total_charge": -1, "spin_multiplicity": 5, "e_tot_ha": -2044.60091, "fmax_ev_per_a": 8.12, "orbital_gap_ha": [0.15416, 0.22945]}

---

# 3
{"formula": "C27H48CuN2O6P2SSe2", "method": "ωB97M-V with the def2-TZVPD basis set", "symbols": ["Se", "Se", "Cu", "S", "P", "P", "O", "O", "O", "O", "O", "O", "N", "N", "C", "C", "C", "C", "C", "C", "C", "C", "C", "C", "C", "C", "C", "C", "C", "C", "C", "C", "C", "C", "C", "C", "C", "C", "C", "C", "C", "H", "H", "H", "H", "H", "H", "H", "H", "H", "H", "H", "H", "H", "H", "H", "H", "H", "H", "H", "H", "H", "H", "H", "H", "H", "H", "H", "H", "H", "H", "H", "H", "H", "H", "H", "H", "H", "H", "H", "H", "H", "H", "H", "H", "H", "H", "H", "H"], "positions_angstrom": [[2.0363, -3.0614, -1.9083], [3.8998, 0.0354, -2.7925], [0.8652, -0.8595, -1.1241], [-3.0721, 3.1195, -4.6283], [1.5076, 0.4727, 1.3308], [-0.6963, -1.9499, 1.0069], [-0.9214, -1.7202, -0.4425], [2.3381, 0.5199, 2.6751], [0.8708, 1.9019, 1.0974], [-1.9982, -2.1204, 1.8851], [2.2688, 0.0604, 0.1287], [0.1277, -3.2477, 1.2719], [-0.1294, 0.7105, -2.1438], [-6.5213, 3.9129, -1.7583], [5.7308, 0.2647, -3.4239], [0.8175, -5.4153, 1.9220], [3.7116, 1.0541, 2.6618], [3.4763, -1.5166, -3.9079], [3.9314, 1.6915, 4.0150], [3.5337, -2.8312, -3.1509], [-1.2313, 1.2019, -1.5770], [-3.8519, -1.2441, 3.0913], [-0.0334, -4.2394, 2.3392], [4.6733, -0.0762, 2.3680], [0.2608, 4.1760, 1.2942], [-4.4236, 3.4319, -3.5112], [-3.1281, -1.1986, 1.7649], [-5.5484, 4.8041, -1.9263], [0.0607, 0.9611, -3.4437], [-0.2312, 2.5835, 3.1870], [-6.4653, 2.7911, -2.4718], [0.1404, -0.5902, 1.8959], [-5.4408, 2.5022, -3.3639], [0.3732, -3.6486, 3.6728], [0.7106, -3.5576, -3.2375], [-3.9975, -1.5979, 0.5902], [-2.1757, 1.9464, -2.2562], [0.7276, 2.9694, 2.0771], [-1.9782, 2.1974, -3.6109], [-0.8247, 1.6921, -4.2080], [-4.4764, 4.6135, -2.7899], [-4.4365, -2.5807, 0.7674], [1.8681, -5.1240, 1.8839], [5.6931, 0.3106, 2.3616], [-2.7217, -0.1936, 1.6009], [4.4358, -2.9120, -2.5480], [1.4003, -3.2800, 3.6301], [1.7196, 3.1551, 2.4934], [0.9710, 0.5665, -3.8793], [4.4610, -0.5224, 1.3974], [-7.2783, 2.0885, -2.3280], [-0.6558, 0.0864, 2.2147], [-0.7329, 3.9935, 0.8814], [0.7054, -6.2265, 2.6411], [4.6015, -0.8401, 3.1440], [4.1750, -1.5191, -4.7446], [0.1233, 1.7125, 3.7392], [0.9137, -4.5583, -3.6085], [3.1801, 2.4556, 4.2161], [2.4806, -1.3574, -4.3216], [3.5025, -3.6826, -3.8326], [0.3230, -4.4199, 4.4412], [-5.4376, 1.5780, -3.9259], [3.7627, 1.8067, 1.8695], [-4.2596, -2.2414, 3.2589], [-4.8091, -0.8777, 0.4776], [3.8820, 0.9361, 4.7999], [-3.7057, 5.3652, -2.8930], [0.9459, 4.3893, 0.4750], [-3.1795, -0.9947, 3.9121], [-0.3146, 3.4110, 3.8920], [0.7095, -2.8406, -4.0549], [5.7409, 0.5286, -4.4779], [-0.6209, 1.8646, -5.2570], [-3.4162, -1.6228, -0.3299], [-0.2550, -3.5324, -2.7371], [0.2122, 5.0473, 1.9477], [4.9157, 2.1580, 4.0473], [6.1655, 1.0770, -2.8466], [-1.3581, 0.9889, -0.5224], [-3.0451, 2.3167, -1.7325], [-5.6247, 5.7151, -1.3436], [-4.6756, -0.5303, 3.0874], [-1.2284, 2.3888, 2.7839], [0.5145, -1.0524, 2.8122], [-0.2986, -2.8423, 3.9700], [0.5157, -5.7749, 0.9393], [6.3070, -0.6411, -3.2526], [-1.0888, -4.5118, 2.3526]], "e_above_lowest_kcal_mol": 17.1, "homo_ev": -10.30, "total_charge": 1, "e_tot_ha": -9142.84604, "fmax_ev_per_a": 1.02, "orbital_gap_ha": 0.31763}

---

# 4
{"formula": "C27H48N6O9", "method": "ωB97M-V with the def2-TZVPD basis set", "symbols": ["O", "O", "O", "O", "O", "O", "O", "O", "O", "N", "N", "N", "N", "N", "N", "C", "C", "C", "C", "C", "C", "C", "C", "C", "C", "C", "C", "C", "C", "C", "C", "C", "C", "C", "C", "C", "C", "C", "C", "C", "C", "C", "H", "H", "H", "H", "H", "H", "H", "H", "H", "H", "H", "H", "H", "H", "H", "H", "H", "H", "H", "H", "H", "H", "H", "H", "H", "H", "H", "H", "H", "H", "H", "H", "H", "H", "H", "H", "H", "H", "H", "H", "H", "H", "H", "H", "H", "H", "H", "H"], "positions_angstrom": [[0.6675, -5.1536, -0.2948], [1.3678, -3.3262, 2.0868], [0.5445, -3.5517, -1.7999], [2.6111, -5.0246, 2.9723], [-1.3019, -4.2596, -0.8763], [0.0975, 0.9072, 3.9735], [2.4870, -3.2067, 4.0502], [1.5058, 2.5889, 4.2724], [-0.6593, 3.0545, 4.0114], [-0.7937, 1.1889, -0.5294], [-2.9109, -1.7297, 1.5113], [3.8798, 1.1860, -0.1478], [2.9096, 5.9230, -2.4315], [-0.5370, -0.0021, -4.5338], [3.0510, -1.6007, -2.3213], [3.4881, 1.3041, -1.2332], [0.0133, -4.3449, -0.9100], [0.6982, 6.1262, 0.6670], [2.5774, 5.1982, -1.5734], [-0.0776, 0.4191, -0.0552], [4.9336, -2.0083, -0.5676], [-5.4249, 0.5541, 0.1975], [2.8790, 1.5642, -2.5252], [3.9126, -1.8640, -1.5868], [-1.1719, 0.8922, -4.1213], [-3.1946, -1.5201, 0.3945], [-1.8540, 2.5363, 3.3421], [2.2074, 4.3636, -0.4948], [-2.0042, -5.0284, 0.0695], [0.7441, -0.6125, 0.5163], [1.6838, -2.0201, 4.3733], [0.2818, 2.0904, 4.0824], [-0.2038, -2.6082, -2.6350], [-5.1455, -0.6425, -0.7455], [2.5950, -5.7405, 1.7558], [1.9011, 5.1502, 0.7702], [-3.4632, 1.6399, -3.6169], [2.0989, -3.7854, 2.9496], [-1.9256, 1.9662, -3.5591], [-3.7176, 0.8905, -4.9116], [2.6844, 1.8364, 4.2965], [-3.6991, -1.1151, -0.9138], [2.8193, 1.5259, 5.3779], [3.4509, 2.3316, -3.0123], [1.8632, 1.8534, -2.4186], [1.7340, -6.3341, 1.6610], [1.3435, -0.2686, 1.3597], [2.9887, 3.6324, -0.3712], [3.4766, 2.4329, 3.9264], [2.5072, 0.9376, 3.7411], [-4.7573, 1.4727, 0.0541], [-5.3485, 0.2126, 1.2644], [0.8719, 6.6476, -0.2730], [2.8720, 5.5321, 1.1880], [-3.7372, -1.7970, -1.7111], [1.6070, -1.3759, 3.5316], [-1.7440, 2.7994, -4.2370], [-3.0979, -0.2649, -1.2734], [0.5563, -2.2300, -3.3520], [-2.4131, -4.3734, 0.8995], [-2.0324, 1.5352, 3.6897], [-2.7348, 3.1140, 3.7011], [3.4355, -6.4316, 1.7211], [-3.2781, -0.0974, -4.7562], [-4.0202, 2.5678, -3.4032], [-3.2268, 1.4617, -5.7344], [2.6664, -5.0913, 0.9287], [0.0700, -1.3319, 0.9470], [-1.8087, 2.5265, 2.2734], [0.4901, 6.8903, 1.3896], [-0.6797, -1.8243, -2.0986], [4.5031, -2.6225, 0.2520], [1.6438, 4.3421, 1.5137], [2.1884, -1.6457, 5.2249], [-6.4976, 0.7370, 0.0780], [-5.7766, -1.5164, -0.4255], [5.8222, -2.5483, -0.9876], [-1.5684, 2.3013, -2.5543], [-3.7576, 1.0209, -2.7792], [1.4285, 3.7490, -0.9371], [0.6429, -2.3653, 4.6547], [-4.7825, 0.7293, -5.0827], [-0.1908, 5.6238, 0.5536], [5.1338, -1.0559, -0.0926], [2.9996, 0.7151, -3.1810], [-2.8944, -5.4353, -0.3852], [-1.3236, -5.7817, 0.5484], [1.3081, -1.0294, -0.3219], [-1.0698, -3.1027, -3.2197], [-5.4187, -0.4036, -1.7800]], "e_above_lowest_kcal_mol": 102.1, "homo_ev": -10.41, "total_charge": 0, "e_tot_ha": -2063.19568, "fmax_ev_per_a": 4.78, "orbital_gap_ha": 0.40138}